(1)
The following is a quantum chemistry calculation of a structure of composition C15H30NOTi, from the OMol25 dataset.

The geometry in ORCA input format:
```
! wB97M-V def2-TZVPD RIJCOSX def2/J DEFGRID3
* xyz 1 3
C -2.36 -0.43 3.24
C -2.00 -1.60 2.33
C -0.55 -2.07 2.49
C -0.16 -3.27 1.63
C -0.11 -3.06 0.10
C 0.98 -2.08 -0.39
C 0.57 -0.60 -0.49
C 0.04 -0.25 -1.88
C -0.39 1.22 -2.06
C -0.69 1.54 -3.54
C -1.67 1.51 -1.24
N 0.73 2.14 -1.60
O 1.80 2.00 -2.56
C 1.35 1.85 -0.26
C 0.38 2.25 0.87
C 2.59 2.73 -0.13
C 1.69 0.35 -0.08
H -1.47 0.09 3.61
H -2.98 0.31 2.73
H -2.92 -0.76 4.12
H -2.66 -2.45 2.53
H -2.19 -1.34 1.28
H 0.13 -1.22 2.31
H -0.40 -2.34 3.54
H 0.82 -3.64 1.94
H -0.87 -4.08 1.83
H -1.08 -2.73 -0.28
H 0.07 -4.03 -0.35
H 1.30 -2.41 -1.40
H 1.87 -2.18 0.25
H -0.26 -0.43 0.20
H 0.84 -0.50 -2.65
H -0.77 -0.92 -2.19
H 0.17 1.98 -4.03
H -1.51 2.25 -3.62
H -0.98 0.64 -4.08
H -2.52 1.51 -1.91
H -1.62 2.49 -0.78
H -1.86 0.76 -0.47
H -0.46 1.59 1.00
H 0.00 3.26 0.69
H 0.94 2.26 1.81
H 3.47 2.31 -0.64
H 2.40 3.71 -0.57
H 2.88 2.85 0.91
H 2.65 0.06 -0.58
H 1.97 0.18 0.97
Ti 2.85 0.55 -2.60
*
```

Calculated values
- orbital gap (alpha / beta) (eV) = 7.17 / 7.14
- ⟨S²⟩ = 2.007

Löwdin atomic charge list, values in e, 8 entries: -0.101 -0.260 -0.226 -0.200 -0.185 -0.153 -0.314 -0.102

=====

(2)
The following is a quantum chemistry calculation of a structure of composition C15H30O15 in a non-equilibrium geometry, from the OMol25 dataset.

The geometry in ORCA input format:
```
! wB97M-V def2-TZVPD RIJCOSX def2/J DEFGRID3
* xyz 0 1
C 7.54 -2.74 25.00
O 8.70 -2.12 24.48
C 8.63 -1.39 23.37
O 7.66 -1.15 22.75
O 9.84 -0.94 23.16
C 10.09 -0.12 21.98
H 7.36 -3.71 24.56
H 6.59 -2.21 25.04
H 7.73 -2.81 26.08
H 10.77 0.58 22.46
H 9.18 0.39 21.65
H 10.55 -0.65 21.15
C 6.67 -0.53 21.21
O 6.70 -0.50 19.79
C 5.74 -1.03 18.99
O 4.64 -1.48 19.33
O 6.15 -0.97 17.66
C 5.28 -1.38 16.63
H 5.77 -0.13 21.67
H 7.46 0.05 21.69
H 6.90 -1.52 21.62
H 5.01 -2.44 16.63
H 5.86 -1.22 15.72
H 4.41 -0.75 16.49
C 8.63 0.36 26.55
O 8.31 -1.06 26.73
C 8.35 -1.48 27.98
O 8.83 -0.86 28.96
O 7.70 -2.67 28.01
C 7.41 -3.32 29.22
H 7.87 1.01 26.97
H 8.85 0.57 25.50
H 9.58 0.59 27.05
H 6.69 -4.09 28.95
H 6.82 -2.66 29.84
H 8.31 -3.75 29.66
C 11.45 -0.48 23.81
O 12.69 -0.92 24.42
C 13.80 -0.85 23.66
O 13.86 -0.60 22.45
O 14.91 -1.30 24.41
C 16.16 -1.78 23.83
H 11.30 0.60 23.85
H 10.64 -0.95 24.37
H 11.38 -0.76 22.76
H 16.61 -0.98 23.24
H 15.87 -2.61 23.19
H 16.81 -2.17 24.61
C 5.56 -0.50 24.00
O 5.63 0.19 25.29
C 5.45 -0.45 26.47
O 5.40 -1.69 26.59
O 5.36 0.43 27.43
C 5.31 0.01 28.73
H 4.78 -0.04 23.40
H 5.27 -1.54 24.16
H 6.56 -0.32 23.60
H 4.53 -0.76 28.75
H 5.03 0.87 29.33
H 6.25 -0.39 29.10
*
```

Calculated values
- relative energy (zero: lowest compared OMol25 entry of this formula, charge and spin) (kJ/mol) = 1192.1
- orbital gap (eV) = 10.28

Löwdin atomic charge list, values in e, 8 entries: -0.022 0.058 -0.524 -0.067 -0.136 0.023 0.118 0.048

=====

(3)
The following is a quantum chemistry calculation of a structure of composition C15H31BF4P2Pt in a non-equilibrium geometry, from the OMol25 dataset.

The geometry in ORCA input format:
```
! wB97M-V def2-TZVPD RIJCOSX def2/J DEFGRID3
* xyz 2 5
P 0.43 -3.01 0.16
P 0.04 2.96 1.88
C 0.90 1.26 -0.37
C 0.94 2.68 0.35
H 0.21 0.66 0.30
H 1.89 0.81 -0.29
H 2.00 2.82 0.63
H 0.67 3.48 -0.36
C -1.74 3.06 1.80
H -2.18 3.20 2.80
H -2.19 2.15 1.37
H -2.08 3.90 1.18
C 0.97 3.87 3.08
H 0.88 4.95 2.88
H 2.01 3.57 2.97
H 0.62 3.66 4.09
C -0.78 -4.40 0.19
H -0.76 -5.00 1.11
H -0.54 -5.08 -0.66
H -1.80 -4.03 0.01
C 2.18 -3.50 0.36
H 2.81 -2.62 0.45
H 2.51 -4.02 -0.53
H 2.38 -4.15 1.21
Pt -0.60 -0.82 -0.77
C 0.37 1.17 -1.87
C -1.12 0.85 -1.77
C -2.01 0.44 -2.89
C -1.80 -1.00 -3.39
C -1.10 -1.89 -2.40
C 0.37 -1.93 -2.19
C 1.36 -1.10 -2.95
C 1.16 0.43 -2.98
C 0.02 -1.81 1.51
H 0.46 2.22 -2.20
H -1.55 1.70 -1.23
H -1.98 1.16 -3.70
H -3.03 0.56 -2.50
H -2.80 -1.42 -3.55
H -1.24 -0.98 -4.33
H -1.63 -2.81 -2.08
H 0.75 -2.98 -2.09
H 1.55 -1.45 -3.98
H 2.32 -1.28 -2.47
H 2.15 0.88 -3.02
H 0.64 0.68 -3.94
H 0.84 -1.15 1.86
H -0.04 -2.73 2.11
H -0.96 -1.29 1.63
F 0.15 1.46 2.55
B -0.41 1.46 5.51
F 0.87 1.09 5.37
F -0.76 2.77 5.52
F -1.38 0.56 5.68
*
```

Calculated values
- relative energy (zero: lowest compared OMol25 entry of this formula, charge and spin) (kJ/mol) = 0.0
- orbital gap (alpha / beta) (eV) = 4.47 / 7.12
- ⟨S²⟩ = 6.010

Löwdin atomic charge list, values in e, 8 entries: 0.861 0.921 -0.204 -0.217 0.007 0.118 0.111 0.116

=====

(4)
The following is a quantum chemistry calculation of a structure of composition C15H31F5OP2TeTi in a non-equilibrium geometry, from the OMol25 dataset.

The geometry in ORCA input format:
```
! wB97M-V def2-TZVPD RIJCOSX def2/J DEFGRID3
* xyz 0 3
P -0.66 -2.12 1.41
P -0.76 2.10 2.00
C -1.37 -0.54 0.76
C -0.60 0.77 0.74
H -2.30 -0.45 1.32
H -1.65 -0.80 -0.27
H 0.52 0.53 0.76
H -0.80 1.24 -0.25
C -2.42 2.92 1.92
H -2.60 3.33 2.92
H -3.21 2.21 1.66
H -2.43 3.74 1.19
C 0.30 3.33 1.21
H -0.18 3.85 0.38
H 1.21 2.86 0.85
H 0.56 4.07 1.97
C -1.86 -3.29 0.77
H -1.95 -4.14 1.46
H -1.52 -3.65 -0.22
H -2.83 -2.77 0.67
C 0.94 -2.76 0.83
H 1.72 -1.98 0.79
H 0.79 -3.21 -0.17
H 1.31 -3.57 1.49
Ti 2.40 0.26 -1.42
C 1.35 1.51 -2.66
C -0.03 1.47 -2.40
C -1.02 0.55 -3.03
C -0.54 -0.90 -3.26
C 0.45 -1.42 -2.25
C 1.81 -1.50 -2.46
C 2.46 -0.76 -3.61
C 2.03 0.75 -3.82
C -0.67 -2.04 3.16
H 1.83 2.46 -2.41
H -0.54 2.39 -2.03
H -1.42 0.90 -4.00
H -1.92 0.47 -2.40
H -1.42 -1.58 -3.24
H -0.14 -0.98 -4.28
H 0.00 -2.00 -1.43
H 2.44 -2.24 -1.93
H 2.23 -1.27 -4.55
H 3.55 -0.83 -3.51
H 2.92 1.34 -4.11
H 1.38 0.79 -4.70
H 0.23 -1.55 3.53
H -0.69 -3.07 3.54
H -1.54 -1.49 3.51
F 0.59 -0.60 5.43
Te 0.25 1.33 4.95
F -0.19 1.60 6.76
F 4.17 0.79 -1.30
F -1.55 0.69 4.73
F -0.40 3.22 4.81
O 1.75 0.00 0.17
*
```

Calculated values
- relative energy (zero: lowest compared OMol25 entry of this formula, charge and spin) (kJ/mol) = 98.8
- orbital gap (alpha / beta) (eV) = 4.56 / 7.70
- ⟨S²⟩ = 2.026

Löwdin atomic charge list, values in e, 8 entries: 0.884 0.825 -0.297 -0.436 0.083 0.077 -0.013 0.061

=====

(5)
The following is a quantum chemistry calculation of a cluster of 8 separate species, C15H31FN9O18S2 in total in a non-equilibrium geometry, from the OMol25 dataset.

The geometry in ORCA input format:
```
! wB97M-V def2-TZVPD RIJCOSX def2/J DEFGRID3
* xyz -1 1
C -1.82 2.75 0.64
C -2.25 1.31 0.04
C -3.05 1.39 -1.35
F -2.19 1.99 -2.36
S -3.54 -0.37 -1.77
O -2.23 -1.02 -2.23
O -4.48 -0.44 -2.96
N -4.05 -1.26 -0.40
S -5.72 -1.04 -0.04
O -5.95 -1.54 1.38
O -6.64 -1.87 -0.92
C -6.19 0.79 -0.14
C -6.08 1.54 1.20
C -6.43 3.08 1.14
C -6.82 3.52 -0.31
C -6.90 2.60 -1.53
N -6.58 1.22 -1.42
H -2.56 3.01 1.48
H -0.80 2.60 1.13
H -1.80 3.56 -0.17
H -2.85 0.75 0.85
H -1.29 0.71 -0.17
H -3.94 2.10 -1.24
H -5.75 1.05 2.17
H -6.37 3.77 2.03
H -7.06 4.63 -0.47
H -7.21 2.99 -2.57
C 1.92 -0.12 -1.34
N 1.30 -0.40 -0.02
O 0.74 0.53 0.54
O 1.40 -1.53 0.41
H 1.75 0.93 -1.59
H 2.99 -0.33 -1.25
H 1.45 -0.77 -2.07
C 2.48 4.61 -2.84
N 2.75 3.52 -1.86
O 2.69 3.81 -0.68
O 3.00 2.42 -2.32
H 2.27 5.53 -2.30
H 3.38 4.72 -3.46
H 1.62 4.31 -3.44
C 4.95 0.11 -4.79
N 5.59 1.40 -5.18
O 4.86 2.35 -5.36
O 6.80 1.40 -5.29
H 3.87 0.26 -4.73
H 5.20 -0.62 -5.55
H 5.36 -0.17 -3.82
C 2.29 -4.55 1.96
N 3.44 -4.98 2.80
O 3.23 -5.15 3.99
O 4.51 -5.12 2.23
H 1.40 -4.47 2.59
H 2.54 -3.59 1.52
H 2.14 -5.32 1.19
C 7.60 -4.87 1.55
N 8.24 -3.59 1.16
O 7.51 -2.63 0.97
O 9.46 -3.59 1.05
H 6.52 -4.72 1.61
H 7.85 -5.61 0.79
H 8.00 -5.16 2.52
C 1.63 -6.76 6.39
N 0.20 -7.18 6.36
O -0.29 -7.57 7.41
O -0.37 -7.11 5.29
H 2.01 -6.87 7.40
H 2.17 -7.40 5.69
H 1.67 -5.72 6.08
C -4.00 6.52 -1.23
N -3.88 5.40 -0.26
O -3.44 5.67 0.86
O -4.22 4.30 -0.64
H -3.66 7.44 -0.75
H -3.37 6.27 -2.09
H -5.04 6.59 -1.51
*
```

Calculated values
- orbital gap (eV) = 7.09

Löwdin atomic charge list, values in e, 8 entries: -0.107 -0.202 -0.320 -0.081 0.625 -0.420 -0.398 -0.324

=====

(6)
The following is a quantum chemistry calculation of a cluster of 3 separate species, C15H31FNO8P in total in a non-equilibrium geometry, from the OMol25 dataset.

The geometry in ORCA input format:
```
! wB97M-V def2-TZVPD RIJCOSX def2/J DEFGRID3
* xyz 0 1
C 5.85 2.08 1.26
C 4.59 1.96 0.40
O 4.93 1.59 -0.93
C 3.87 3.31 0.39
O 2.53 3.34 -0.07
P 1.38 2.22 0.46
C 0.10 3.17 -0.43
C -1.36 2.84 -0.22
O -1.76 3.15 1.12
C -2.74 2.36 1.62
O -2.63 1.18 1.79
C 1.68 2.56 2.23
C 0.62 2.18 3.22
O -0.16 2.94 3.67
F 0.68 0.93 3.63
O 0.19 0.92 0.99
C 0.14 -0.13 0.26
N 0.08 -1.07 -0.40
H 6.66 2.55 0.72
H 6.15 1.09 1.61
H 5.65 2.66 2.16
H 4.00 1.15 0.82
H 5.63 2.18 -1.22
H 4.43 3.93 -0.31
H 3.98 3.81 1.36
H 2.00 1.21 -0.28
H 0.32 3.00 -1.49
H 0.29 4.22 -0.25
H -1.62 1.83 -0.51
H -1.93 3.50 -0.88
H -3.67 2.88 1.84
H 2.60 2.06 2.53
H 1.84 3.63 2.34
C 0.55 -4.67 -2.58
C 0.93 -5.51 -1.37
C -0.30 -6.13 -0.72
O 1.63 -4.71 -0.42
H -0.11 -3.85 -2.29
H 1.44 -4.23 -3.03
H 0.04 -5.27 -3.34
H 1.62 -6.30 -1.67
H -0.99 -5.35 -0.38
H -0.02 -6.73 0.14
H -0.84 -6.78 -1.43
H 1.04 -4.00 -0.15
C -6.22 -0.87 -0.57
C -4.91 -0.67 -1.31
C -3.92 -1.78 -1.01
O -4.34 0.60 -0.96
H -6.05 -0.88 0.51
H -6.92 -0.07 -0.79
H -6.69 -1.82 -0.85
H -5.10 -0.62 -2.38
H -3.68 -1.81 0.06
H -2.98 -1.62 -1.55
H -4.32 -2.75 -1.30
H -4.16 0.58 -0.02
*
```

Calculated values
- relative energy (zero: lowest compared OMol25 entry of this formula, charge and spin) (kJ/mol) = 480.2
- orbital gap (eV) = 10.07
- SMILES string = C[C@H](O)CO[PH](CCOC=O)(CC(=O)F)OC#N.CC(C)O.CC(C)O

Löwdin atomic charge list, values in e, 8 entries: -0.032 -0.437 -0.025 -0.227 -0.329 0.922 -0.174 -0.201

=====

(7)
The following is a quantum chemistry calculation of a structure of composition C15H31FP2Pd in a non-equilibrium geometry, from the OMol25 dataset.

The geometry in ORCA input format:
```
! wB97M-V def2-TZVPD RIJCOSX def2/J DEFGRID3
* xyz 0 3
P -0.70 -1.89 -4.69
P 0.47 1.50 -5.43
C -1.16 -0.76 -6.11
C -0.04 0.16 -6.62
H -2.05 -0.18 -5.83
H -1.48 -1.44 -6.91
H 0.85 -0.42 -6.90
H -0.37 0.66 -7.55
C -0.25 2.97 -6.58
H -0.04 3.96 -6.13
H -1.34 2.89 -6.72
H 0.23 2.94 -7.57
C 2.09 2.40 -5.95
H 2.20 2.42 -7.04
H 3.00 1.96 -5.54
H 2.05 3.45 -5.62
C -2.10 -2.80 -4.03
H -1.83 -3.29 -3.04
H -2.29 -3.66 -4.68
H -2.98 -2.16 -3.93
C 0.22 -3.16 -5.61
H 1.15 -2.78 -6.04
H -0.41 -3.53 -6.42
H 0.45 -4.01 -4.96
Pd -1.63 -2.25 -1.57
C 0.27 2.76 -3.86
C -0.89 1.97 -4.25
C -1.33 0.75 -3.44
C -0.21 -0.20 -2.91
C 0.72 -0.78 -3.98
C 1.55 0.39 -4.39
C 2.12 1.18 -3.19
C 1.15 2.32 -2.72
C -0.16 -2.89 -0.33
H 0.25 3.82 -4.08
H -1.75 2.50 -4.66
H -2.05 0.18 -4.05
H -1.90 1.06 -2.57
H 0.31 0.29 -2.10
H -0.69 -1.06 -2.40
H 1.38 -1.55 -3.53
H 2.39 0.03 -5.01
H 3.08 1.63 -3.46
H 2.32 0.54 -2.30
H 0.52 2.06 -1.84
H 1.76 3.17 -2.37
H 0.20 -1.97 0.15
H 0.68 -3.41 -0.87
H -0.62 -3.56 0.42
F -3.10 -0.91 -1.27
*
```

Calculated values
- relative energy (zero: lowest compared OMol25 entry of this formula, charge and spin) (kJ/mol) = 238.4
- orbital gap (alpha / beta) (eV) = 6.24 / 6.32
- ⟨S²⟩ = 2.007

Löwdin atomic charge list, values in e, 8 entries: 1.016 0.773 -0.302 -0.265 0.084 0.088 0.091 0.090

=====

(8)
The following is a quantum chemistry calculation of a structure of composition C15H31FP2Pt in a non-equilibrium geometry, from the OMol25 dataset.

The geometry in ORCA input format:
```
! wB97M-V def2-TZVPD RIJCOSX def2/J DEFGRID3
* xyz 0 3
P 0.17 -2.10 1.32
P -0.74 2.45 2.98
C 2.31 0.47 -0.05
C 2.14 1.69 0.50
H 1.94 0.20 -1.04
H 3.10 -0.19 0.30
H 2.73 1.98 1.37
H 1.45 2.44 0.11
C -1.87 3.32 1.80
H -2.35 4.13 2.34
H -2.61 2.61 1.43
H -1.29 3.70 0.97
C 0.67 3.62 2.85
H 0.58 4.25 1.96
H 1.61 3.05 2.79
H 0.62 4.22 3.76
C -0.77 -3.58 0.86
H -0.69 -4.37 1.61
H -0.38 -3.98 -0.09
H -1.82 -3.33 0.71
C 1.80 -2.96 1.44
H 2.62 -2.25 1.57
H 1.97 -3.55 0.53
H 1.76 -3.64 2.30
Pt -0.07 -0.42 -0.49
C 0.15 1.10 -1.93
C -1.20 1.06 -1.49
C -2.27 0.46 -2.35
C -1.86 -0.94 -2.82
C -1.01 -1.65 -1.79
C 0.45 -1.78 -1.84
C 1.29 -1.05 -2.86
C 0.79 0.41 -3.14
C -0.43 -1.35 2.89
H 0.65 2.02 -1.61
H -1.50 1.88 -0.85
H -2.50 1.09 -3.21
H -3.21 0.42 -1.78
H -2.75 -1.55 -2.99
H -1.32 -0.91 -3.78
H -1.52 -2.44 -1.22
H 0.87 -2.71 -1.42
H 1.38 -1.63 -3.79
H 2.31 -1.00 -2.45
H 1.67 1.01 -3.39
H 0.15 0.43 -4.03
H 0.23 -0.51 3.16
H -0.50 -2.03 3.75
H -1.43 -0.94 2.69
F -1.31 2.81 4.44
*
```

Calculated values
- relative energy (zero: lowest compared OMol25 entry of this formula, charge and spin) (kJ/mol) = 0.0
- orbital gap (alpha / beta) (eV) = 4.76 / 8.51
- ⟨S²⟩ = 2.019

Löwdin atomic charge list, values in e, 8 entries: 0.727 0.811 -0.178 -0.114 -0.031 0.051 0.029 0.027